The following is a quantum chemistry calculation of a 2-piece molecular cluster, C3H9NO2 overall in a non-equilibrium geometry, from the Open Molecules 2025 dataset.

Calculated values
- Relative energy (zero: lowest compared OMol25 entry of this formula, charge and spin): 16.8 kcal per mole
- Strongest force on any atom: 3.3 eV Å⁻¹
- Multiplicity: 2
- Total energy: -8832.7848 eV
- Orbital gap (alpha / beta): 10.92 / 5.81 eV
- Charge: +1

Geometry (Å):
C 1.95 1.48 0.47
C 1.25 0.34 -0.22
O 1.75 -0.85 0.06
O 0.14 0.44 -0.74
H 1.48 2.37 0.05
H 3.03 1.52 0.35
H 1.60 1.44 1.50
C -2.35 0.08 0.25
N -2.22 -1.37 0.03
H 1.18 -1.60 0.05
H -1.84 -1.48 -0.92
H -1.74 -1.94 0.72
H -1.74 0.30 1.13
H -3.40 0.29 0.46
H -2.16 0.60 -0.67


The following is a quantum chemistry calculation of C3H9NO2P2 as an isolated structure in a non-equilibrium geometry, from the Open Molecules 2025 dataset.

Calculated values
- Relative energy (zero: lowest compared OMol25 entry of this formula, charge and spin): 53.3 kcal per mole
- Strongest force on any atom: 4.6 eV Å⁻¹
- Total energy: -27419.4384 eV
- Orbital gap: 10.24 eV

Geometry (Å):
C -0.22 1.12 -1.29
C 2.07 -0.30 0.06
C -2.04 -0.74 0.36
N 0.17 1.42 1.40
O 2.06 2.44 -0.06
O -2.68 1.94 -0.01
P 1.14 1.29 0.06
P -1.54 1.01 0.00
H -0.34 2.15 -1.88
H -0.39 0.29 -2.15
H 3.07 -0.35 -0.39
H 1.95 -0.52 1.15
H 1.60 -1.06 -0.57
H -1.22 -1.62 0.57
H -2.71 -0.69 1.15
H -2.63 -1.07 -0.63
H 0.12 2.51 1.43


The following is a quantum chemistry calculation of a 2-piece molecular cluster, C3H9NO2S overall in a non-equilibrium geometry, from the Open Molecules 2025 dataset.

Calculated values
- Relative energy (zero: lowest compared OMol25 entry of this formula, charge and spin): 38.5 kcal per mole
- Strongest force on any atom: 2.1 eV Å⁻¹
- Multiplicity: 2
- Total energy: -19675.7078 eV
- Orbital gap (alpha / beta): 2.82 / 6.58 eV
- Charge: -1

Geometry (Å):
O 1.39 2.24 0.27
C 0.85 1.87 -0.80
C 0.21 0.49 -1.02
C 1.11 -0.59 -0.38
S 0.18 -2.19 -0.50
N -1.19 0.51 -0.49
H 0.93 2.49 -1.71
H 0.23 0.27 -2.09
H 1.33 -0.38 0.67
H 2.07 -0.68 -0.88
H 1.20 -3.07 -0.43
H -1.18 0.06 0.42
H -1.69 -0.18 -1.07
H -2.42 0.23 3.63
H -2.63 0.66 2.20
O -1.95 0.28 2.79


The following is a quantum chemistry calculation of a 2-piece molecular cluster, C3H9NO2S overall in a non-equilibrium geometry, from the Open Molecules 2025 dataset.

Calculated values
- Relative energy (zero: lowest compared OMol25 entry of this formula, charge and spin): 99.5 kcal per mole
- Strongest force on any atom: 6.5 eV Å⁻¹
- SMILES string: C[S@@](=N)(=O)O.C=C
- Total energy: -19674.0998 eV
- Orbital gap: 10.93 eV

Geometry (Å):
C 2.91 -0.79 -0.38
S 1.49 0.25 0.22
N 0.93 0.14 1.61
O 1.88 1.57 -0.32
O 0.47 -0.42 -0.86
H 3.73 -0.55 0.25
H 2.76 -1.93 -0.20
H 2.85 -0.55 -1.34
H 0.69 1.10 1.94
H -0.45 -0.26 -0.61
C -2.15 1.22 -0.10
C -2.63 0.00 -0.24
H -2.55 2.07 -0.80
H -1.51 1.43 0.79
H -2.51 -0.77 0.49
H -3.32 -0.33 -1.02


The following is a quantum chemistry calculation of a 2-piece molecular cluster, C3H9NO2S overall in a non-equilibrium geometry, from the Open Molecules 2025 dataset.

Calculated values
- Relative energy (zero: lowest compared OMol25 entry of this formula, charge and spin): 153.4 kcal per mole
- Strongest force on any atom: 3.8 eV Å⁻¹
- Total energy: -19671.7608 eV
- Orbital gap (alpha / beta): 8.12 / 8.12 eV

Geometry (Å):
C 0.12 -0.90 2.16
C -0.47 -0.92 0.77
C -0.57 1.75 -1.66
N -0.02 -0.33 -1.32
O -0.35 2.14 -0.33
O 0.51 -0.26 -0.02
S 1.13 -0.55 -2.51
H 0.85 -0.05 2.36
H -0.65 -1.03 2.99
H 0.67 -1.80 2.30
H -1.38 -0.34 0.74
H -0.68 -2.00 0.50
H 0.23 2.22 -2.32
H -1.58 1.54 -1.98
H -0.13 1.24 0.12
H 2.32 -0.71 -1.81


The following is a quantum chemistry calculation of a 2-piece molecular cluster, C3H9NO2S overall in a non-equilibrium geometry, from the Open Molecules 2025 dataset.

Calculated values
- Relative energy (zero: lowest compared OMol25 entry of this formula, charge and spin): 36.6 kcal per mole
- Strongest force on any atom: 4.1 eV Å⁻¹
- SMILES string: O=CNCCS.O
- Total energy: -19676.8243 eV
- Orbital gap: 10.06 eV

Geometry (Å):
O -1.53 -1.78 -1.01
C -1.32 -1.03 -0.01
N -0.74 0.20 -0.15
C -0.36 0.97 0.99
C 1.10 0.87 1.38
S 1.78 -0.82 1.88
H -1.77 -1.47 0.88
H -0.36 0.44 -1.13
H -1.13 0.78 1.86
H -0.71 2.05 0.63
H 1.18 1.56 2.26
H 1.73 1.18 0.53
H 1.92 -1.27 0.60
O 0.37 -0.54 -2.70
H 0.21 -0.01 -3.47
H -0.37 -1.12 -2.53


The following is a quantum chemistry calculation of a 2-piece molecular cluster, C3H9NO2S overall in a non-equilibrium geometry, from the Open Molecules 2025 dataset.

Calculated values
- Relative energy (zero: lowest compared OMol25 entry of this formula, charge and spin): 79.1 kcal per mole
- Strongest force on any atom: 4.0 eV Å⁻¹
- Total energy: -19674.9833 eV
- Orbital gap: 9.73 eV

Geometry (Å):
C -2.13 0.54 -0.41
C 2.65 0.32 0.22
C -2.73 -0.77 -0.13
N 0.62 -1.18 0.62
O 0.68 0.24 -1.49
O -2.13 -1.72 0.30
S 1.53 -0.71 -0.83
H -1.12 0.32 -0.53
H -2.70 0.92 -1.29
H -2.21 1.06 0.46
H 2.97 -0.14 1.13
H 3.42 0.75 -0.46
H 1.91 1.08 0.49
H -3.86 -0.84 -0.23
H -0.34 -1.50 0.38
H 0.93 -2.06 1.30


The following is a quantum chemistry calculation of a 2-piece molecular cluster, C3H9NO3 overall in a non-equilibrium geometry, from the Open Molecules 2025 dataset.

Calculated values
- Relative energy (zero: lowest compared OMol25 entry of this formula, charge and spin): 7.3 kcal per mole
- Strongest force on any atom: 1.2 eV Å⁻¹
- Multiplicity: 2
- Total energy: -10888.1853 eV
- Orbital gap (alpha / beta): 3.77 / 7.11 eV
- Charge: -1

Geometry (Å):
O 1.78 0.32 0.88
C 0.62 0.70 0.49
C -0.30 -0.27 -0.25
N -1.40 0.46 -0.89
C -2.62 -0.31 -1.11
O -3.20 -0.70 0.11
H 0.04 1.50 0.97
H -0.78 -0.92 0.49
H 0.37 -0.82 -0.92
H -1.08 0.80 -1.79
H -3.31 0.37 -1.64
H -2.41 -1.20 -1.72
H -3.16 0.09 0.67
H 3.91 0.59 0.74
H 4.30 -0.78 0.31
O 4.70 0.01 0.72


The following is a quantum chemistry calculation of a 2-piece molecular cluster, C3H9NO3 overall in a non-equilibrium geometry, from the Open Molecules 2025 dataset.

Calculated values
- Relative energy (zero: lowest compared OMol25 entry of this formula, charge and spin): 20.0 kcal per mole
- Strongest force on any atom: 1.9 eV Å⁻¹
- SMILES string: C[C@@H](N)C(=O)O.O
- Total energy: -10889.7139 eV
- Orbital gap: 11.05 eV

Geometry (Å):
C 0.01 1.59 -1.06
C 0.60 0.80 0.13
N -0.53 0.47 1.04
C 1.13 -0.55 -0.31
O 2.12 -1.07 0.11
O 0.46 -1.09 -1.37
H 0.82 1.94 -1.70
H -0.69 0.96 -1.58
H -0.52 2.46 -0.66
H 1.35 1.43 0.61
H -0.11 0.21 1.92
H -1.03 1.33 1.27
H 1.04 -1.69 -1.81
O -1.86 -2.24 0.89
H -1.43 -3.01 1.22
H -1.35 -1.52 1.29


The following is a quantum chemistry calculation of a 2-piece molecular cluster, C3H9NO3 overall in a non-equilibrium geometry, from the Open Molecules 2025 dataset.

Calculated values
- Relative energy (zero: lowest compared OMol25 entry of this formula, charge and spin): 66.6 kcal per mole
- Strongest force on any atom: 4.5 eV Å⁻¹
- SMILES string: NC(=O)O.COC
- Total energy: -10887.6924 eV
- Orbital gap: 10.40 eV

Geometry (Å):
N -0.62 -0.77 1.65
C 0.08 -1.21 0.53
O 1.34 -1.31 0.57
O -0.68 -2.13 -0.14
H -1.60 -1.00 1.66
H -0.04 -0.65 2.47
H -0.08 -2.47 -0.83
C -1.11 1.07 -0.83
O 0.05 0.25 -0.79
C 1.55 0.97 -0.45
H -1.98 0.43 -1.04
H -1.03 1.78 -1.65
H -1.25 1.57 0.14
H 2.43 0.37 -0.66
H 1.47 1.35 0.56
H 1.47 1.76 -1.19


The following is a quantum chemistry calculation of a 2-piece molecular cluster, C3H9NO3 overall, from the Open Molecules 2025 dataset.

Calculated values
- Relative energy (zero: lowest compared OMol25 entry of this formula, charge and spin): 20.6 kcal per mole
- Strongest force on any atom: 0.8 eV Å⁻¹
- SMILES string: CC(=O)NCO.O
- Total energy: -10889.6895 eV
- Orbital gap: 10.39 eV

Geometry (Å):
C -0.54 0.65 -1.14
C -1.37 -0.42 -0.49
O -2.53 -0.61 -0.79
N -0.75 -1.25 0.46
C 0.09 -0.69 1.50
O 1.28 -0.15 1.01
H -0.39 1.52 -0.51
H 0.45 0.34 -1.46
H -1.09 0.99 -2.02
H -1.46 -1.87 0.84
H -0.42 0.09 2.07
H 0.28 -1.49 2.22
H 1.71 -0.86 0.49
O 2.80 1.59 -0.72
H 2.39 1.36 0.12
H 3.37 2.34 -0.54


The following is a quantum chemistry calculation of a 3-piece molecular cluster, C3H9NO3 overall in a non-equilibrium geometry, from the Open Molecules 2025 dataset.

Calculated values
- Relative energy (zero: lowest compared OMol25 entry of this formula, charge and spin): 186.3 kcal per mole
- Strongest force on any atom: 5.9 eV Å⁻¹
- Total energy: -10882.5014 eV
- Orbital gap: 2.79 eV

Geometry (Å):
C -0.38 0.16 1.25
N -1.41 1.18 1.35
C -1.26 2.27 0.51
O 0.14 -2.29 -2.03
O -0.32 2.93 0.45
C -0.02 -0.21 -0.19
H 0.55 0.47 1.73
H -0.83 -0.65 1.83
H -1.70 1.40 2.29
H -0.03 -2.73 -2.87
H 0.76 -0.93 -0.35
H 0.33 0.74 -0.65
H -0.98 -0.39 -0.71
H 2.87 -3.03 -1.10
H 1.42 -2.45 -1.30
O 2.27 -2.39 -0.72


The following is a quantum chemistry calculation of a 2-piece molecular cluster, C3H9NO3S overall, from the Open Molecules 2025 dataset.

Calculated values
- Relative energy (zero: lowest compared OMol25 entry of this formula, charge and spin): 2.3 kcal per mole
- Strongest force on any atom: 0.9 eV Å⁻¹
- SMILES string: O=C(O)NCCS.O
- Total energy: -21725.5294 eV
- Orbital gap: 9.22 eV

Geometry (Å):
O 0.67 -1.93 1.10
C 1.15 -0.85 0.86
O 2.48 -0.71 0.72
N 0.43 0.31 0.78
C -1.01 0.20 0.87
C -1.69 -0.30 -0.40
S -3.47 -0.01 -0.40
H 2.72 0.16 0.37
H 0.86 1.05 0.24
H -1.42 1.18 1.14
H -1.24 -0.46 1.70
H -1.52 -1.36 -0.53
H -1.27 0.20 -1.26
H -3.86 -1.24 -0.05
O 2.38 1.35 -1.31
H 2.92 1.72 -2.01
H 1.88 0.70 -1.83


The following is a quantum chemistry calculation of a 2-piece molecular cluster, C3H9NO4 overall in a non-equilibrium geometry, from the Open Molecules 2025 dataset.

Calculated values
- Relative energy (zero: lowest compared OMol25 entry of this formula, charge and spin): 140.3 kcal per mole
- Strongest force on any atom: 4.1 eV Å⁻¹
- SMILES string: CC(=O)OO.CON
- Total energy: -12931.3192 eV
- Orbital gap: 10.25 eV

Geometry (Å):
C -1.92 0.80 0.33
C -0.96 -0.29 -0.08
O -1.03 -0.92 -1.12
O -0.69 -1.09 1.15
O -0.46 -2.43 0.81
H -1.36 1.57 0.85
H -2.38 1.24 -0.55
H -2.69 0.40 0.99
H -0.53 -2.40 -0.18
C 1.37 0.86 -1.27
O 0.80 0.62 0.01
N 1.91 -0.22 0.92
H 2.36 1.31 -1.14
H 0.73 1.58 -1.78
H 1.43 -0.07 -1.83
H 1.84 0.22 1.84
H 1.59 -1.18 1.05


The following is a quantum chemistry calculation of C3H9NO4S as an isolated structure in a non-equilibrium geometry, from the Open Molecules 2025 dataset.

Calculated values
- Relative energy (zero: lowest compared OMol25 entry of this formula, charge and spin): 12.6 kcal per mole
- Strongest force on any atom: 5.9 eV Å⁻¹
- Total energy: -23770.8774 eV
- Orbital gap: 10.29 eV

Geometry (Å):
C -1.02 -1.23 1.48
C 0.25 -1.50 0.55
C 2.00 0.03 -0.07
N 1.52 -0.84 0.86
O 1.55 0.35 -1.14
O -0.33 2.03 0.25
O -2.37 1.58 -0.86
O -0.42 1.87 -2.52
S -1.29 2.53 -0.65
H -1.65 -2.00 1.41
H -0.72 -1.04 2.40
H -1.42 -0.34 1.10
H 0.08 -1.38 -0.52
H 0.57 -2.49 0.62
H 2.92 0.54 0.39
H 1.65 -0.97 1.83
H -1.30 1.83 -2.83
H -0.03 1.03 -2.29


The following is a quantum chemistry calculation of one molecule with the formula C3H9NO6S3 in a non-equilibrium geometry, from the Open Molecules 2025 dataset.

Calculated values
- Relative energy (zero: lowest compared OMol25 entry of this formula, charge and spin): 0.0 kcal per mole
- Strongest force on any atom: 4.7 eV Å⁻¹
- SMILES string: CS(=O)(=O)N(S(C)(=O)=O)S(C)(=O)=O
- Total energy: -49534.2749 eV
- Orbital gap: 10.17 eV

Geometry (Å):
C 1.90 0.77 1.93
S 1.22 0.94 0.30
O 2.22 0.71 -0.71
O 0.53 2.17 0.28
N 0.02 -0.21 0.23
S -1.94 0.57 0.16
C -1.79 1.87 -1.13
O -2.66 -0.57 -0.34
O -2.15 1.03 1.49
S 0.37 -1.83 0.22
C 0.04 -2.22 -1.51
O 1.78 -1.85 0.49
O -0.50 -2.56 1.11
H 2.40 -0.29 1.88
H 2.60 1.48 2.23
H 1.07 0.67 2.59
H -1.09 2.66 -0.80
H -1.44 1.31 -2.06
H -2.75 2.34 -1.05
H -0.94 -1.87 -1.64
H 0.84 -1.73 -2.02
H 0.26 -3.39 -1.65


The following is a quantum chemistry calculation of a 2-piece molecular cluster, C3H9NOS overall in a non-equilibrium geometry, from the Open Molecules 2025 dataset.

Calculated values
- Relative energy (zero: lowest compared OMol25 entry of this formula, charge and spin): 106.3 kcal per mole
- Strongest force on any atom: 3.0 eV Å⁻¹
- Multiplicity: 3
- Total energy: -17619.5354 eV
- Orbital gap (alpha / beta): 4.98 / 5.51 eV

Geometry (Å):
C 1.05 0.54 -1.20
C 1.01 -0.67 1.00
C 0.34 0.39 0.19
N -2.20 0.18 1.17
O -1.39 -1.45 -0.52
S -1.35 -0.05 -0.12
H 2.18 0.71 -1.11
H 0.67 -0.42 -1.77
H 0.69 1.41 -1.69
H 0.60 -1.70 0.48
H 0.52 -0.59 2.05
H 2.10 -0.43 0.91
H 0.15 1.85 0.68
H -2.75 -0.64 1.15
H -1.62 0.88 -1.25


The following is a quantum chemistry calculation of one molecule with the formula C3H9NOS2 in a non-equilibrium geometry, from the Open Molecules 2025 dataset.

Calculated values
- Relative energy (zero: lowest compared OMol25 entry of this formula, charge and spin): 54.8 kcal per mole
- Strongest force on any atom: 3.5 eV Å⁻¹
- SMILES string: N[C@H](CO)CSS
- Total energy: -28463.0617 eV
- Orbital gap: 8.40 eV

Geometry (Å):
N -1.67 -0.05 0.19
C -0.42 0.73 -0.24
C -0.90 1.90 -1.12
O -2.01 2.64 -0.77
C 0.55 -0.21 -0.99
S 1.90 -0.75 -0.01
S 0.61 -1.78 1.50
H -1.44 -0.26 1.24
H -2.50 0.66 0.09
H -0.11 1.10 0.81
H -1.04 1.38 -2.08
H -0.08 2.57 -1.30
H -2.86 2.47 -1.17
H -0.06 -1.07 -1.18
H 0.61 0.23 -2.02
H -0.38 -1.79 0.68


The following is a quantum chemistry calculation of one molecule with the formula C3H9NP2 in a non-equilibrium geometry, from the Open Molecules 2025 dataset.

Calculated values
- Relative energy (zero: lowest compared OMol25 entry of this formula, charge and spin): 56.3 kcal per mole
- Strongest force on any atom: 3.0 eV Å⁻¹
- SMILES string: C/C=P/C[PH2]=N
- Total energy: -23321.6393 eV
- Orbital gap: 8.99 eV

Geometry (Å):
C 2.54 -0.55 0.26
C 1.33 0.08 -0.21
P 0.64 1.49 0.43
C -1.05 1.34 -0.57
P -1.93 -0.12 0.18
N -0.92 -1.28 0.59
H 2.96 -1.15 -0.62
H 2.19 -1.27 1.03
H 3.42 0.14 0.63
H 0.79 -0.41 -1.07
H -1.65 2.30 -0.48
H -1.03 1.28 -1.66
H -2.80 0.29 1.25
H -3.04 -0.07 -0.67
H -1.44 -2.08 0.92


The following is a quantum chemistry calculation of a 2-piece molecular cluster, C3H9NS overall in a non-equilibrium geometry, from the Open Molecules 2025 dataset.

Calculated values
- Relative energy (zero: lowest compared OMol25 entry of this formula, charge and spin): 9.8 kcal per mole
- Strongest force on any atom: 1.2 eV Å⁻¹
- Multiplicity: 2
- Total energy: -15581.6209 eV
- Orbital gap (alpha / beta): 7.16 / 6.53 eV
- Charge: -1

Geometry (Å):
C -0.55 -1.03 1.52
N -0.97 -0.20 0.39
C 0.00 0.88 0.14
C 0.26 1.03 -1.35
S 1.85 -1.74 -1.89
H 0.43 -1.49 1.33
H -0.39 -0.37 2.39
H -1.36 -1.72 1.76
H -0.87 -0.82 -0.41
H 0.96 0.61 0.59
H -0.34 1.77 0.68
H 0.91 1.88 -1.59
H -0.66 1.12 -1.93
H 0.72 0.07 -1.62